8
Properties=species:S:1:pos:R:3:forces:R:3 method="wB97M-V/def2-TZVPD" gap_ev="6.021 / 5.980" spin_multiplicity=2 s_squared=0.753 molar_mass_g_mol=71.9 relative_energy_kcal_mol=113.8 homo_energy_ev="-10.48 / -10.43" charge=+1
H 1.97726 -0.72931 -2.07149 0.042 -0.342 -0.467
O -1.94682 0.33438 0.66201 -4.004 0.569 -0.544
C -0.82731 0.06073 0.45814 5.014 -1.263 2.250
C 0.46692 -0.40918 0.60363 -3.497 1.686 -0.131
O 1.23477 -0.48337 -0.41624 2.389 0.476 -1.731
Li -3.89718 0.66260 0.42019 0.884 -0.196 0.177
H 0.86644 -0.39436 1.62963 -0.486 -0.192 -0.111
Li 2.12591 0.95852 -1.28587 -0.341 -0.739 0.557

8
Properties=species:S:1:pos:R:3:forces:R:3 method="wB97M-V/def2-TZVPD" gap_ev="4.549 / 3.410" molar_mass_g_mol=89.3 relative_energy_kcal_mol=193.3 homo_energy_ev="-12.22 / -11.80" charge=+1
C -1.66897 1.65288 1.38701 2.749 -4.471 -12.993
C -1.37356 0.69972 2.48091 -1.284 -1.221 3.958
O -1.04875 -0.56947 2.12751 0.864 1.702 0.183
O -1.49473 1.23253 0.18724 -2.226 5.050 8.945
H -2.43853 0.84051 2.92662 1.405 -0.725 0.241
Mg 1.36516 -0.51149 1.72083 4.100 2.822 -6.311
Li 0.47080 -1.09669 2.96382 -4.864 -3.181 6.137
H -0.63502 1.23078 3.13280 -0.743 0.024 -0.161

7
Properties=species:S:1:pos:R:3:forces:R:3 method="wB97M-V/def2-TZVPD" gap_ev=5.180 molar_mass_g_mol=72.0 relative_energy_kcal_mol=0.0 homo_energy_ev=-5.99 charge=0
O 1.27379 0.12048 -0.23750 -1.903 -0.251 -0.133
Na 0.56024 1.85356 0.89957 -0.121 -0.597 -0.510
Li 0.88950 -1.37464 0.67241 -0.314 0.624 -0.671
C -0.20847 -0.05797 -0.73494 2.818 0.406 1.147
C -1.24580 -0.27730 0.06010 -0.513 -0.008 -0.247
H -0.15880 0.03124 -1.82855 -0.299 -0.180 0.426
H -1.11046 -0.29537 1.16891 0.330 0.006 -0.012

6
Properties=species:S:1:pos:R:3:forces:R:3 method="wB97M-V/def2-TZVPD" gap_ev="4.746 / 6.384" spin_multiplicity=2 s_squared=0.764 molar_mass_g_mol=49.0 relative_energy_kcal_mol=13.3 homo_energy_ev="-5.60 / -7.35" charge=0
H -0.58522 -0.65173 1.49374 -0.120 -0.661 -1.036
O -0.26786 0.67632 -0.11367 -2.542 0.893 -0.931
C -0.42219 -0.69758 0.40579 3.000 2.114 -0.065
C 1.02329 0.59059 0.21530 -0.117 -2.164 0.298
H -0.29408 -1.47881 -0.35724 -0.236 0.440 0.924
Li 0.54605 1.56121 -1.64392 0.016 -0.622 0.812

7
Properties=species:S:1:pos:R:3:forces:R:3 method="wB97M-V/def2-TZVPD" gap_ev=10.740 molar_mass_g_mol=70.1 relative_energy_kcal_mol=78.6 homo_energy_ev=-10.10 charge=0 smiles="O=CN1C=N1"
O 1.43090 1.04671 -0.58419 -0.119 -0.500 0.165
C 1.15346 0.04236 0.01003 0.083 0.291 -0.201
N -0.08401 -0.19747 0.67243 0.331 -0.040 0.168
C -1.28300 -0.19951 -0.06696 -0.025 0.534 0.109
N -1.11520 0.97575 0.27397 -0.365 -0.434 -0.128
H 1.87371 -0.76954 0.21506 -0.129 0.060 -0.043
H -1.97585 -0.89831 -0.52033 0.224 0.088 -0.070

7
Properties=species:S:1:pos:R:3:forces:R:3 method="wB97M-V/def2-TZVPD" gap_ev=10.639 molar_mass_g_mol=70.1 relative_energy_kcal_mol=26.0 homo_energy_ev=-10.81 charge=0 smiles="N#CC(N)=O"
C -1.29713 -0.42684 0.22842 0.705 0.618 -0.189
C -0.18430 0.49147 0.14166 -2.011 6.669 -0.866
N -2.05755 -1.20989 -0.09226 -1.162 -0.954 0.103
N 0.99504 -0.10134 0.00422 -0.003 -0.051 0.251
O -0.45303 1.82934 0.02354 1.966 -7.503 0.849
H 1.27348 -1.06445 -0.05231 -1.036 -0.389 0.243
H 1.72350 0.48169 -0.25327 1.541 1.609 -0.391

7
Properties=species:S:1:pos:R:3:forces:R:3 method="wB97M-V/def2-TZVPD" gap_ev="8.241 / 8.300" molar_mass_g_mol=70.1 relative_energy_kcal_mol=93.9 homo_energy_ev="-8.76 / -9.06" charge=0
C -1.83204 -0.80830 -0.03493 -2.043 -1.609 0.084
C -2.94685 -0.12110 0.03614 0.001 0.220 -0.734
N -0.61414 -0.35273 0.02990 -1.262 0.604 0.147
N -0.45662 0.92470 -0.04384 1.475 0.213 0.471
O -4.01368 0.33857 -0.00134 0.395 -0.352 0.325
H 0.04153 -1.13027 0.15395 0.864 0.927 -0.018
H 0.46998 1.16038 0.29335 0.571 -0.003 -0.276

7
Properties=species:S:1:pos:R:3:forces:R:3 method="wB97M-V/def2-TZVPD" gap_ev=10.280 molar_mass_g_mol=70.1 relative_energy_kcal_mol=67.1 homo_energy_ev=-10.39 charge=0 smiles="C=NN=C=O"
C 1.20398 1.20273 -1.05224 -0.866 -0.897 1.874
C -0.99532 -0.83815 0.80811 0.609 -2.825 -2.490
N 0.72591 0.84421 0.03533 -1.298 -2.443 -0.316
N -0.14814 -0.68630 -0.08023 2.230 3.292 -2.359
O 1.70849 1.67192 -1.97776 0.283 0.226 -0.731
H -0.99803 -0.40521 1.70503 -0.714 2.258 3.365
H -1.49689 -1.78919 0.56177 -0.244 0.390 0.657

7
Properties=species:S:1:pos:R:3:forces:R:3 method="wB97M-V/def2-TZVPD" gap_ev=10.369 molar_mass_g_mol=70.1 relative_energy_kcal_mol=61.0 homo_energy_ev=-10.51 charge=0 smiles="N#C/C=N/O"
C 0.31282 0.47668 -0.00576 -1.782 0.001 0.035
C 1.63398 0.00001 0.15786 1.594 -1.052 -1.400
H -2.34680 -0.99474 -0.09141 0.257 0.519 0.203
H 0.22218 1.54662 -0.13579 -0.645 0.213 0.419
N -0.58259 -0.44288 -0.04454 0.128 -0.489 1.080
N 2.68797 -0.44917 0.00784 -0.539 0.457 0.664
O -1.92757 -0.13652 0.11181 0.987 0.351 -1.002

7
Properties=species:S:1:pos:R:3:forces:R:3 method="wB97M-V/def2-TZVPD" gap_ev="6.550 / 8.428" spin_multiplicity=3 s_squared=2.007 molar_mass_g_mol=70.1 relative_energy_kcal_mol=83.1 homo_energy_ev="-5.42 / -10.08" charge=0
C 0.14483 0.48760 1.06860 -2.778 -0.334 5.904
C 0.47322 -2.34476 0.22516 0.971 0.016 1.029
N -0.04644 0.44690 -0.07448 2.416 -0.854 -1.138
N -0.42144 0.67895 -1.19075 -1.557 2.192 -6.143
O -0.24156 -2.61118 -0.58893 -0.906 -0.289 -1.033
H 0.90364 0.52073 1.76727 2.505 0.151 1.119
H -0.89829 -0.02139 -1.72815 -0.650 -0.882 0.262

8
Properties=species:S:1:pos:R:3:forces:R:3 method="wB97M-V/def2-TZVPD" gap_ev=9.750 molar_mass_g_mol=86.0 relative_energy_kcal_mol=145.2 homo_energy_ev=-10.16 charge=0
C 0.32682 0.24802 -0.16479 3.110 -2.466 0.550
C 1.90303 -0.05655 -0.03462 1.476 -0.142 -0.041
H -1.87290 1.19278 0.55344 0.800 -5.387 -2.058
H -0.83434 -1.80589 -0.40727 1.768 4.726 1.653
N -0.60563 -0.66794 -0.00913 -3.607 -6.051 -1.047
N 3.08104 -0.10807 0.10026 -4.434 0.112 -0.523
O -1.93764 -0.14939 0.06656 0.639 3.700 1.463
O -0.06038 1.34703 -0.10445 0.249 5.508 0.004

8
Properties=species:S:1:pos:R:3:forces:R:3 method="wB97M-V/def2-TZVPD" gap_ev=10.011 molar_mass_g_mol=86.0 relative_energy_kcal_mol=112.9 homo_energy_ev=-10.09 charge=0
O 1.50706 0.00232 0.74471 -0.215 -0.319 0.131
C 0.50962 -0.68582 0.24620 -0.181 -0.880 0.270
N 0.19823 -1.57353 -0.58621 0.329 0.145 0.074
O -0.71550 -0.81861 0.65622 0.174 -0.134 0.325
C -1.28351 1.20568 -0.59129 0.828 0.728 -0.688
N -0.22164 1.40259 -0.99826 -1.230 0.254 0.121
H 2.28147 -0.57830 0.75667 0.193 0.219 -0.203
H -2.27573 1.04566 -0.22802 0.103 -0.013 -0.031

8
Properties=species:S:1:pos:R:3:forces:R:3 method="wB97M-V/def2-TZVPD" gap_ev=11.085 molar_mass_g_mol=86.1 relative_energy_kcal_mol=82.5 homo_energy_ev=-10.65 charge=0 smiles="C#[N+][O-].N=C=O"
C -3.21820 -0.54123 -0.24665 0.459 0.632 -0.220
C 3.06448 -0.11229 0.00171 2.275 -1.170 -1.537
N -2.25380 0.10745 -0.24693 0.990 -1.059 0.110
N 2.41022 0.83262 0.34740 -2.936 0.211 1.513
O 3.85509 -0.85477 -0.44916 -0.900 0.283 0.673
O -1.12581 0.49108 -0.26789 0.137 0.691 -0.142
H -4.18617 -0.53332 0.11467 -1.523 -0.272 0.290
H 1.45419 0.61047 0.74684 1.498 0.684 -0.687

9
Properties=species:S:1:pos:R:3:forces:R:3 method="wB97M-V/def2-TZVPD" gap_ev="6.610 / 6.621" molar_mass_g_mol=118.1 relative_energy_kcal_mol=141.1 homo_energy_ev="-10.21 / -10.21" charge=0
C -0.13537 2.05633 2.12559 0.618 -0.278 0.662
C -0.40518 -0.10134 -0.24509 0.666 1.151 5.758
N 0.62503 1.90022 2.97289 0.772 -0.008 0.838
N -1.35208 -0.19495 -1.20968 -0.074 -0.639 -1.912
O -0.90386 0.04087 -2.31460 -0.458 0.417 -1.356
O -2.42194 -0.64311 -0.92489 -1.681 -0.222 0.009
S -1.20895 2.17862 0.92836 -0.749 -1.879 -2.474
H -0.56052 -0.90980 0.58516 0.695 1.904 -1.546
H 0.48734 0.44346 -0.50017 0.213 -0.447 0.021

10
Properties=species:S:1:pos:R:3:forces:R:3 method="wB97M-V/def2-TZVPD" gap_ev=6.845 molar_mass_g_mol=150.2 relative_energy_kcal_mol=158.9 homo_energy_ev=-8.70 charge=0 smiles="[H]/N=C(/C#[N+][S-])OSO"
C -0.45161 0.29040 0.79269 -2.932 5.325 1.497
C 0.66971 -0.54903 0.84518 -0.200 -1.472 -4.799
N -0.94540 1.40882 0.80814 3.561 -6.861 0.454
N 1.00850 -1.55115 1.46964 -0.835 0.808 2.106
O -1.00404 -0.16261 -1.57087 -0.025 0.599 -2.108
O 1.24992 -0.21569 -0.50788 1.563 -0.024 -1.876
S -1.53291 2.79279 1.01316 -1.268 2.319 -0.002
S 0.82769 -0.61447 -2.21368 -3.686 1.927 5.418
H -1.66885 0.61713 -1.86256 3.016 -2.196 0.039
H 1.84699 -2.01618 1.22618 0.806 -0.426 -0.729

10
Properties=species:S:1:pos:R:3:forces:R:3 method="wB97M-V/def2-TZVPD" gap_ev=7.780 molar_mass_g_mol=150.2 relative_energy_kcal_mol=150.5 homo_energy_ev=-8.09 charge=0
C -0.08085 -0.59331 -0.18903 1.570 2.949 -0.637
C 0.14108 0.75229 -0.39715 2.713 -3.368 0.617
N 1.01706 -1.47669 -0.07664 0.203 -1.450 -2.666
N -1.94750 0.94010 0.46960 0.068 -0.034 1.124
O -0.81849 1.65590 -0.07168 1.349 0.326 -1.286
O 1.81750 0.86260 -0.66890 -3.927 0.792 0.492
S -1.70644 -0.83434 0.19421 -1.956 0.230 0.677
S 2.30802 -0.39605 0.25490 0.208 -0.545 0.026
H 1.12380 -2.12556 -0.99805 -0.135 2.042 2.626
H -1.85418 1.21506 1.48276 -0.092 -0.943 -0.972

9
Properties=species:S:1:pos:R:3:forces:R:3 method="wB97M-V/def2-TZVPD" gap_ev="7.622 / 7.605" molar_mass_g_mol=102.0 relative_energy_kcal_mol=91.8 homo_energy_ev="-8.62 / -8.62" charge=0
C -2.68070 0.06387 0.07476 0.904 -0.241 0.259
C 1.70673 0.49445 0.33291 -1.034 0.127 -1.930
N -1.57101 -0.40225 -0.16951 -1.205 0.329 -0.422
N -0.51439 -0.89594 0.01976 1.023 -1.333 0.271
O -3.73563 0.51104 -0.08311 -1.604 0.672 -0.159
O 2.08697 -0.67060 -0.21082 -1.071 -0.954 -2.270
O 0.78113 1.19235 -0.03613 1.374 -0.538 0.650
H 1.50104 -1.01495 -1.02645 1.430 1.597 2.858
H 2.42587 0.72203 1.09857 0.183 0.341 0.743

9
Properties=species:S:1:pos:R:3:forces:R:3 method="wB97M-V/def2-TZVPD" gap_ev=8.952 molar_mass_g_mol=102.0 relative_energy_kcal_mol=114.6 homo_energy_ev=-9.27 charge=0 smiles=Oc1nnoc1O
C 0.25327 0.41015 0.03888 1.123 -2.368 -3.333
C -0.64630 -0.66906 0.23847 1.884 1.837 -2.305
H 1.60272 1.89035 0.06778 -1.203 -4.035 2.818
H -0.46736 -0.45192 1.98713 -1.458 -5.004 -1.612
N 0.40856 0.40992 -1.37072 -1.886 1.394 -0.396
N -0.50989 -0.20402 -2.02347 2.004 0.187 3.499
O 1.34230 0.98253 0.71223 -0.759 3.047 -2.483
O -1.19392 -0.94137 -1.00407 -0.380 -0.750 2.043
O -0.78938 -1.42658 1.35377 0.675 5.691 1.769

9
Properties=species:S:1:pos:R:3:forces:R:3 method="wB97M-V/def2-TZVPD" gap_ev=10.146 molar_mass_g_mol=102.0 relative_energy_kcal_mol=139.3 homo_energy_ev=-9.85 charge=0
C -1.26824 -1.16640 -0.49417 0.041 -0.479 0.089
C 1.03874 0.77393 -0.18983 2.923 -2.815 0.613
N -2.06987 -0.55543 0.09229 -0.472 1.560 -0.241
N 1.77429 -0.16611 -0.31135 -0.537 -0.462 -1.064
O 0.17907 1.51140 -0.13592 -3.029 3.113 -0.066
O -2.95415 0.38149 0.47554 -0.046 -0.103 0.192
O 2.93771 -0.53883 0.27026 0.944 -1.732 0.227
H -2.64401 1.28716 0.22763 0.424 -1.100 -0.053
H 3.00645 -1.52720 0.06554 -0.248 2.019 0.303

10
Properties=species:S:1:pos:R:3:forces:R:3 method="wB97M-V/def2-TZVPD" gap_ev=9.432 molar_mass_g_mol=118.0 relative_energy_kcal_mol=147.5 homo_energy_ev=-9.94 charge=0 smiles="O=c1o[nH]o/c1=N/O"
C 0.25011 0.48435 0.29201 -0.021 -2.088 4.504
C 0.20523 -0.78944 -0.38245 -1.975 5.632 -3.193
H -0.33013 -1.29317 1.93799 1.580 3.440 2.380
H -0.69879 1.41424 -2.66655 -0.131 -1.711 4.110
N 0.24089 0.66058 1.56464 -0.675 0.108 1.121
N -0.89697 0.85855 -1.59413 3.412 1.174 -1.394
O 0.01847 -0.38895 2.51829 -0.659 -2.511 -4.607
O 0.20463 1.44027 -0.54628 -1.238 4.359 -2.617
O -0.11751 -0.29615 -1.71710 -0.922 -2.702 -1.569
O 0.25560 -1.87072 -0.07021 0.630 -5.701 1.266